ORCA calculation (ωB97M-V/def2-TZVPD) on a 2-piece molecular cluster, C5H11O2 overall in a non-equilibrium geometry.

frontier orbital gap: 0.2558 Ha
multiplicity: 1
strongest force on any atom: 1.70 eV Å⁻¹
total charge: -1
ΔE to the lowest compared entry with this formula, charge and spin: 58.9 kcal per mole
energy: -347.555786 Ha
LUMO energy: 3.81 eV

XYZ file:
```
18
Properties=species:S:1:pos:R:3:forces:R:3:lowdin_charge:R:1
C 1.03192 -1.56191 -0.01960 -0.433 0.975 -0.521 -0.493
O 0.24705 -1.75445 1.05686 0.180 -0.119 0.350 -0.337
C 0.37539 -0.48711 -0.99906 0.008 0.090 1.546 -0.196
C -0.05782 0.76871 -0.21916 -0.798 1.149 0.868 -0.251
C -1.51213 1.16150 -0.53506 1.609 -0.348 0.431 -0.191
C -1.82123 1.92174 -1.56772 0.111 0.648 -0.471 -0.045
H 1.12899 -2.46713 -0.64056 0.355 -0.280 -0.224 0.068
H 2.06918 -1.18370 0.18827 -0.044 -0.184 0.116 0.084
H 0.98634 -0.10339 -1.82185 0.095 -0.571 -0.242 0.087
H -0.53691 -0.97294 -1.34875 0.061 0.058 -0.346 0.089
H 0.62544 1.62961 -0.28405 -0.079 -0.064 -1.002 0.096
H -0.06946 0.71566 0.87953 0.143 -1.214 -0.198 0.090
H -2.13948 0.68469 0.20830 -0.787 0.185 -0.429 0.098
H -0.99084 2.30016 -2.16456 -0.059 -0.063 0.015 0.048
H -2.78236 2.28502 -1.90869 -0.302 -0.326 0.332 0.029
H 0.88664 -1.57156 2.65450 -0.232 -0.246 -0.418 -0.016
H 1.31448 -0.25884 3.06239 0.198 1.395 -0.293 -0.028
O 1.24479 -1.10605 3.45920 -0.024 -1.085 0.487 -0.132
```
Forces are in eV/Å.



ORCA calculation (ωB97M-V/def2-TZVPD) on C6H12O in the gas phase.

frontier orbital gap: 0.3579 Ha
multiplicity: 1
strongest force on any atom: 0.41 eV Å⁻¹
SMILES: C=C(O)CCCC
ΔE to the lowest compared entry with this formula, charge and spin: 21.0 kcal per mole
energy: -311.025829 Ha
LUMO energy: 0.94 eV

XYZ file:
```
19
Properties=species:S:1:pos:R:3:forces:R:3:lowdin_charge:R:1
C 1.95326 -0.58792 0.31454 0.089 0.185 0.035 0.032
C 1.27656 0.51787 0.63850 0.045 -0.199 -0.236 -0.439
O 1.17190 0.95734 1.92513 0.005 -0.186 0.219 0.040
C 0.38641 1.31068 -0.27145 0.081 -0.021 -0.040 -0.140
C -1.08823 0.95346 0.03363 -0.093 0.084 0.017 -0.209
C -1.35866 -0.54754 0.13704 -0.030 0.021 0.008 -0.259
C -0.94130 -1.24639 -1.16271 0.038 -0.072 -0.088 -0.107
H 2.15420 -0.85737 -0.71437 -0.286 -0.004 0.091 0.063
H 0.02609 -1.73003 -1.00220 -0.284 -0.160 -0.241 0.052
H 2.30491 -1.26956 1.08658 0.283 0.264 -0.069 0.066
H 1.77225 0.42265 2.46189 -0.136 0.133 0.052 0.108
H 0.53115 2.38742 -0.12632 0.044 -0.175 0.009 0.118
H 0.62543 1.08064 -1.31484 0.023 -0.025 0.211 0.111
H -1.40966 1.47357 0.94222 0.059 -0.088 -0.099 0.109
H -1.70611 1.31592 -0.79732 0.083 0.188 0.156 0.111
H -2.42086 -0.69474 0.36790 0.141 0.022 -0.176 0.103
H -0.80739 -0.99911 0.97096 -0.094 0.201 -0.060 0.101
H -1.68261 -1.96648 -1.51842 0.186 -0.055 0.128 0.069
H -0.78736 -0.52041 -1.97077 -0.155 -0.113 0.083 0.070
```
Forces are in eV/Å.



ORCA calculation (ωB97M-V/def2-TZVPD) on C42H56N6S2Ta as an isolated structure in a non-equilibrium geometry.

frontier orbital gap (alpha / beta): 0.2069 / 0.2040 Ha
multiplicity: 2
strongest force on any atom: 2.31 eV Å⁻¹
total charge: +2
ΔE to the lowest compared entry with this formula, charge and spin: 4.8 kcal per mole
energy: -2815.507568 Ha
LUMO energy (alpha / beta): -6.58 / -6.64 eV

XYZ file:
```
107
Properties=species:S:1:pos:R:3:forces:R:3:mulliken_spin:R:1
Ta -0.14557 0.12897 0.72963 -0.802 -0.148 -0.962 0.813
C -4.47086 -2.76573 -3.20392 -0.731 -1.053 -0.614 0.000
C -3.08266 -3.30146 -2.87625 0.115 -0.627 -1.059 0.002
C -2.42323 -2.84129 -1.62592 -0.435 -0.256 0.609 -0.005
C -2.55581 -3.43387 -0.39898 0.262 -0.118 0.038 0.003
C -3.23109 -4.72987 -0.03289 -0.643 0.899 -0.625 0.001
C -4.50983 -4.60716 0.80146 0.430 -0.169 0.000 0.000
C -1.70269 -2.70114 0.48247 0.834 0.633 0.237 -0.032
N -1.04251 -1.64559 -0.12585 -1.373 -0.912 -1.031 -0.005
C -1.52159 -1.74166 -1.44845 0.567 0.547 0.584 0.005
C -1.16092 -0.87032 -2.42254 -0.429 0.171 -1.040 0.001
C -0.25337 0.18045 -2.37719 -0.853 -0.385 -0.761 -0.029
C 0.16198 0.84801 -3.57307 -0.163 -1.088 -0.465 0.002
C -0.22774 0.55202 -5.01945 0.107 -0.364 0.891 0.002
C 0.38212 -0.75920 -5.54621 0.253 0.544 0.432 0.000
C 1.21904 1.60005 -3.19451 0.815 1.009 -0.456 -0.003
C 1.33492 1.52848 -1.77699 0.692 -0.787 -0.035 -0.013
C 2.35836 2.05587 -1.01085 0.269 0.328 -0.549 -0.004
C 2.58025 1.77939 0.30406 -0.714 0.353 -0.086 0.020
N 1.75551 0.95361 1.06699 -0.143 0.426 -0.183 -0.022
C 2.27190 1.02409 2.32040 0.391 -1.490 1.421 -0.001
C 1.88982 0.11729 3.34671 0.326 0.053 -0.745 0.014
C 1.09743 -0.99886 3.20967 0.623 -0.321 0.081 -0.016
N 0.36942 -1.35814 2.06887 -0.428 -0.123 1.493 -0.022
C -0.42532 -2.44032 2.49506 1.154 1.729 0.819 -0.011
C -1.40015 -3.00850 1.78971 -1.252 -1.938 -0.158 0.046
C -0.11248 -2.79753 3.84947 -0.138 -0.512 0.095 -0.002
C 0.89536 -1.99255 4.25739 0.769 0.037 0.581 -0.021
C 1.86579 -2.34666 5.39617 -0.035 1.085 -0.279 0.000
C 2.98642 -3.23477 4.79352 0.441 0.460 -0.578 0.000
C -0.60999 -4.03786 4.54366 0.830 -0.459 0.523 0.002
C -1.82423 -4.04883 5.48603 -0.117 1.360 -0.252 0.000
C 3.42649 1.85848 2.35823 0.336 0.397 0.916 -0.011
C 3.58764 2.38032 1.11223 0.661 0.048 -0.894 0.004
C 4.69302 3.27514 0.55692 0.013 -0.410 0.285 0.000
C 4.39632 4.77312 0.60232 -1.540 0.528 -0.547 0.000
C 4.39236 2.01124 3.49657 0.343 0.109 0.819 0.001
C 5.27800 0.72822 3.66857 -0.569 0.452 -0.016 0.000
N 0.42391 0.61268 -1.27251 -0.069 0.071 -0.563 0.038
C 2.16590 2.34657 -4.10180 0.268 -0.276 0.563 -0.001
C 1.79989 3.84974 -4.07777 0.460 -0.511 0.400 0.000
H -4.89091 -3.33973 -4.07711 0.409 0.519 0.889 0.000
H -4.56976 -1.73397 -3.45872 0.383 0.854 -0.200 0.000
H -5.13147 -2.92217 -2.36214 -0.282 -0.172 0.239 0.000
H -2.42902 -3.18139 -3.74105 0.173 0.352 -0.001 0.000
H -3.21852 -4.39416 -2.87341 0.235 0.254 0.466 0.000
H -2.50753 -5.33552 0.44670 0.743 -0.727 0.708 0.000
H -3.47003 -5.25066 -0.95873 -0.069 -0.021 -0.046 0.000
H -4.37633 -4.10238 1.74915 0.348 -0.048 0.373 0.000
H -4.92771 -5.59827 0.97955 -0.075 0.138 0.013 0.000
H -5.21746 -3.99361 0.28552 -0.657 0.186 -0.516 0.000
H -1.67335 -1.00250 -3.38501 0.423 -0.076 0.307 0.000
H 0.08613 1.41106 -5.59918 0.004 0.076 -0.328 0.000
H -1.30068 0.45676 -5.14378 -0.292 0.164 0.134 0.000
H 1.46802 -0.65835 -5.57938 -0.002 -0.194 -0.051 0.000
H 0.01363 -0.95785 -6.54963 0.007 -0.188 0.027 0.000
H 0.13236 -1.57069 -4.85225 0.062 0.000 -0.367 0.000
H 3.05932 2.74488 -1.47671 -0.179 -0.166 -0.086 0.001
H 2.34177 0.21883 4.31439 0.267 0.206 0.221 0.003
H -1.85572 -3.86701 2.29816 -0.229 0.458 -0.509 0.005
H 1.31500 -2.87010 6.17353 0.022 -0.101 0.030 0.000
H 2.27923 -1.44529 5.90333 -0.191 -0.474 -0.498 0.000
H 2.53988 -4.21136 4.53179 0.400 0.421 -0.109 0.000
H 3.84034 -3.41631 5.48777 -0.762 0.227 -0.401 0.000
H 3.40190 -2.72856 3.85359 -0.525 -0.844 1.225 0.000
H 0.25263 -4.36009 5.15346 -0.337 -0.226 -0.355 0.000
H -0.77708 -4.80487 3.78874 0.159 -0.138 -0.026 -0.001
H -1.69791 -3.33551 6.32871 -0.059 -0.499 -0.463 0.000
H -1.97304 -5.05129 5.87376 0.029 -0.031 0.062 0.000
H -2.72420 -3.74772 4.93278 0.063 -0.103 0.239 0.000
H 4.95072 2.95563 -0.48035 -0.157 0.207 0.789 0.000
H 5.57366 3.12796 1.18326 0.150 -0.289 -0.223 0.000
H 3.40810 4.97758 0.11048 0.627 -0.145 0.438 0.000
H 5.10648 5.34740 0.00302 0.189 -0.135 0.339 0.000
H 4.32177 5.18988 1.62545 0.219 -0.339 -0.514 0.000
H 3.87476 2.22266 4.46456 0.242 -0.185 -0.727 0.000
H 5.00591 2.91279 3.30068 -0.180 -0.565 0.130 0.000
H 4.64755 -0.07303 4.05310 -0.027 -0.198 -0.255 0.000
H 6.06859 0.82639 4.40729 0.076 0.418 -0.012 0.000
H 5.72731 0.42182 2.72144 -0.097 0.012 0.070 0.000
H 2.13817 1.94973 -5.13035 -0.245 0.190 0.402 0.000
H 3.19730 2.07443 -3.76244 -0.618 0.766 -0.159 0.000
H 0.85179 3.98158 -4.59662 0.169 0.220 -0.344 0.000
H 2.61455 4.44747 -4.47651 -0.249 0.188 -0.363 0.000
H 1.61643 4.20778 -3.05943 0.166 -0.169 0.049 0.000
C -3.84077 0.71511 -2.20193 0.729 0.365 0.639 -0.001
N -2.86749 1.81964 -2.13747 0.579 0.839 -0.619 -0.002
C -2.52152 2.50842 -3.40395 -0.590 -0.686 -0.234 0.001
C -2.21333 2.20384 -1.06543 0.132 0.472 -0.424 0.008
S -2.32590 1.33273 0.40277 0.020 -0.490 0.402 -0.024
N -1.52670 3.38576 -1.10228 -0.492 -0.833 -0.286 0.000
C -2.32508 4.56342 -1.42638 0.363 0.323 0.381 -0.001
C -0.41421 3.63374 -0.20991 0.409 -0.464 -0.953 -0.010
H -4.64199 0.93463 -1.53047 -0.663 0.064 0.394 0.000
H -3.39788 -0.23953 -1.92464 -0.016 0.236 -0.004 0.001
H -4.20450 0.67974 -3.20280 -0.307 -0.066 -0.666 0.000
H -2.51940 1.72121 -4.16384 0.256 0.376 0.057 0.000
H -1.56432 3.01970 -3.29307 -0.131 -0.376 -0.199 0.000
H -3.27253 3.23342 -3.69946 -0.219 0.110 0.092 0.000
H -3.29020 4.30524 -1.79498 -0.579 -0.335 -0.424 0.000
H -1.81985 5.19410 -2.14207 0.138 0.310 -0.123 0.000
H -2.52274 5.08822 -0.49778 0.182 0.409 0.149 0.000
H 0.23016 2.75943 -0.14938 -0.348 0.136 0.257 0.004
H -0.75425 3.93847 0.74286 -0.211 0.479 1.228 0.000
H 0.23015 4.37816 -0.67247 -0.145 0.325 0.075 0.001
S -1.25839 1.38112 3.90031 -0.761 0.787 1.812 0.228
C -0.90363 0.97876 2.51397 0.794 -1.092 -1.042 0.031
```
Forces are in eV/Å.



> What is the formula in the first record?

C5H11O2



> What is the multiplicity in the first record?

1



Please write out number 1 again, unchanged.
ORCA calculation (ωB97M-V/def2-TZVPD) on a 2-piece molecular cluster, C5H11O2 overall in a non-equilibrium geometry.

frontier orbital gap: 0.2558 Ha
multiplicity: 1
strongest force on any atom: 1.70 eV Å⁻¹
total charge: -1
ΔE to the lowest compared entry with this formula, charge and spin: 58.9 kcal per mole
energy: -347.555786 Ha
LUMO energy: 3.81 eV

XYZ file:
```
18
Properties=species:S:1:pos:R:3:forces:R:3:lowdin_charge:R:1
C 1.03192 -1.56191 -0.01960 -0.433 0.975 -0.521 -0.493
O 0.24705 -1.75445 1.05686 0.180 -0.119 0.350 -0.337
C 0.37539 -0.48711 -0.99906 0.008 0.090 1.546 -0.196
C -0.05782 0.76871 -0.21916 -0.798 1.149 0.868 -0.251
C -1.51213 1.16150 -0.53506 1.609 -0.348 0.431 -0.191
C -1.82123 1.92174 -1.56772 0.111 0.648 -0.471 -0.045
H 1.12899 -2.46713 -0.64056 0.355 -0.280 -0.224 0.068
H 2.06918 -1.18370 0.18827 -0.044 -0.184 0.116 0.084
H 0.98634 -0.10339 -1.82185 0.095 -0.571 -0.242 0.087
H -0.53691 -0.97294 -1.34875 0.061 0.058 -0.346 0.089
H 0.62544 1.62961 -0.28405 -0.079 -0.064 -1.002 0.096
H -0.06946 0.71566 0.87953 0.143 -1.214 -0.198 0.090
H -2.13948 0.68469 0.20830 -0.787 0.185 -0.429 0.098
H -0.99084 2.30016 -2.16456 -0.059 -0.063 0.015 0.048
H -2.78236 2.28502 -1.90869 -0.302 -0.326 0.332 0.029
H 0.88664 -1.57156 2.65450 -0.232 -0.246 -0.418 -0.016
H 1.31448 -0.25884 3.06239 0.198 1.395 -0.293 -0.028
O 1.24479 -1.10605 3.45920 -0.024 -1.085 0.487 -0.132
```
Forces are in eV/Å.